C22H25N8NiO3 | ωB97M-V/def2-TZVPD

Summary:
- Lowest unoccupied orbital energy (alpha / beta): -3.8 / -3.8 eV
- 2S+1: 3
- Net charge: +1
- HOMO-LUMO gap (alpha / beta): 0.251 / 0.251 hartree
- Calculated total energy: -82319.6213 eV

Last column: Mulliken charge in e.
Cartesian coordinates (Å):
1 Ni -0.5903 0.1470 -0.8530  -0.32
2 C -1.6033 2.6002 -2.1700  -1.48
3 N -1.7868 1.1421 -2.3433  1.11
4 C -1.3742 0.7846 -3.7192  -1.13
5 C -3.2033 0.7786 -2.1324  -0.85
6 C -3.4620 0.4958 -0.6673  -0.88
7 N -2.5086 -0.5030 -0.1506  0.78
8 C -2.7855 -1.8369 -0.7170  -1.09
9 C -2.6218 -0.5671 1.3181  -1.25
10 H -2.1077 3.1495 -2.9702  0.44
11 H -0.5403 2.8386 -2.1950  0.28
12 H -2.0253 2.9202 -1.2172  0.45
13 H -2.0301 1.2680 -4.4501  0.39
14 H -1.4294 -0.2950 -3.8570  0.30
15 H -0.3516 1.1059 -3.8864  0.32
16 H -3.4329 -0.1000 -2.7330  0.46
17 H -3.8602 1.5811 -2.4744  0.36
18 H -4.4915 0.1531 -0.5292  0.39
19 H -3.3329 1.4099 -0.0827  0.39
20 H -3.8354 -2.1109 -0.5772  0.32
21 H -2.1686 -2.5771 -0.2123  0.38
22 H -2.5567 -1.8661 -1.7835  0.32
23 H -3.6350 -0.8486 1.6190  0.44
24 H -2.3822 0.4035 1.7516  0.39
25 H -1.9251 -1.3065 1.7088  0.27
26 O 2.1588 1.8211 5.4729  -0.58
27 N 2.6790 0.8489 4.9525  0.99
28 O 3.6100 0.2273 5.4177  -0.58
29 C 2.0985 0.3540 3.6759  -0.20
30 C 2.3227 -0.9384 3.3977  -0.65
31 C 1.7598 -1.5413 2.2332  1.31
32 C 2.0340 -2.8626 1.8515  -0.98
33 C 1.4878 -3.3567 0.6944  -1.06
34 C 0.6457 -2.5311 -0.0489  -0.45
35 N 0.3652 -1.2859 0.3049  0.86
36 C 0.9336 -0.7784 1.4133  -0.44
37 C 0.7318 0.6202 1.6854  0.07
38 N 0.0182 1.3246 0.7739  0.36
39 C -0.0813 2.6328 0.9230  -0.11
40 C 0.5192 3.3166 1.9719  -1.07
41 C 1.2242 2.6151 2.9154  -0.68
42 C 1.3329 1.2157 2.8009  1.03
43 H 2.9338 -1.5255 4.0689  0.57
44 H 2.6918 -3.4732 2.4595  0.48
45 H 1.7120 -4.3540 0.3429  0.47
46 H 0.2015 -2.8901 -0.9711  0.56
47 H -0.6497 3.1725 0.1770  0.03
48 H 0.4370 4.3924 2.0294  0.47
49 H 1.7037 3.1329 3.7265  0.60
50 N 1.9428 -1.6130 -3.1708  -0.32
51 C 1.9722 -0.6455 -2.2234  0.48
52 O 0.9557 0.1327 -2.1208  -0.53
53 C 3.0947 -0.5731 -1.3823  0.34
54 C 4.0273 -1.6453 -1.3766  -0.30
55 N 4.7156 -2.5745 -1.3594  -0.54
56 C 3.2188 0.4861 -0.4509  0.22
57 N 3.3211 1.3521 0.3094  -0.57
58 H 1.1707 -1.6406 -3.8109  0.23
59 H 2.7515 -2.1826 -3.3598  0.19